{"formula": "C16H34ClF9INOPS", "method": "the ωB97M-V functional and the def2-TZVPD basis", "symbols": ["I", "Cl", "S", "P", "F", "F", "F", "F", "F", "F", "F", "F", "F", "O", "N", "C", "C", "C", "C", "C", "C", "C", "C", "C", "C", "C", "C", "C", "C", "C", "C", "H", "H", "H", "H", "H", "H", "H", "H", "H", "H", "H", "H", "H", "H", "H", "H", "H", "H", "H", "H", "H", "H", "H", "H", "H", "H", "H", "H", "H", "H", "H", "H", "H", "H"], "xyz": [[2.5471, -0.4113, -7.9214], [2.0055, -0.0128, -3.1532], [-1.8956, 0.6357, -5.8936], [3.1700, 0.2032, -4.8222], [-0.1766, 4.2431, -5.2205], [-0.8498, 0.5122, -7.0839], [-0.8166, 0.2463, -4.7927], [-2.2178, 2.9045, -4.6623], [0.5702, 2.4187, -4.4416], [-3.0382, 0.9634, -6.9154], [-2.0210, 3.1105, -6.7094], [-2.9805, 0.6990, -4.7586], [-2.2087, -0.8898, -6.0604], [3.5769, -1.3207, -5.1911], [1.9769, 0.6822, -6.2076], [-1.5371, 2.4723, -5.6785], [2.6188, -1.8500, 3.3276], [-2.2698, -0.8327, 4.7280], [-4.4795, -2.7490, 5.8483], [1.7006, -0.9752, 4.1757], [3.7360, -1.0667, 2.6397], [-1.9609, 0.0426, 5.9413], [-0.0675, 2.9259, -5.5044], [3.2651, -0.0075, 1.6424], [2.1432, 2.1446, -6.5266], [2.3861, -0.5334, 0.5093], [0.8120, 2.8781, -6.7685], [-4.7180, -1.3167, 5.3800], [-3.7379, -0.8603, 4.3004], [-2.2673, 1.5200, 5.7150], [3.0951, -1.5462, -0.3857], [-1.6677, -0.4868, 3.8804], [1.1121, 3.8874, -7.0318], [-3.4976, -2.8653, 6.3098], [3.0738, -2.6061, 3.9721], [-1.6991, 1.9094, 4.8670], [4.3468, -0.5758, 3.4030], [-5.7318, -1.2455, 4.9772], [3.3851, -2.4402, 0.1666], [1.4709, -0.9765, 0.9101], [-3.3281, 1.6880, 5.5231], [2.0704, 0.3177, -0.1044], [-2.5071, -0.3150, 6.8181], [2.4367, -1.8627, -1.1962], [2.7213, 0.7782, 2.1736], [4.1468, 0.4788, 1.2120], [-3.8326, -1.5216, 3.4327], [1.1768, -0.2326, 3.5706], [0.9448, -1.5874, 4.6701], [4.4023, -1.7734, 2.1358], [3.9938, -1.1104, -0.8305], [2.7466, 2.2596, -7.4176], [-1.9318, -1.8524, 4.9365], [-5.2262, -3.0359, 6.5899], [-1.9970, 2.1043, 6.5958], [0.2809, 2.4968, -7.6381], [2.0248, -2.3966, 2.5890], [-0.8986, -0.0603, 6.1805], [2.2676, -0.4518, 4.9481], [-4.6822, -0.6396, 6.2377], [-4.5509, -3.4485, 5.0126], [2.6460, 2.6853, -5.7260], [1.0387, 0.4287, -5.8828], [2.9388, -1.9134, -4.7468], [-4.0349, 0.1333, 3.9520]], "forces_ev_per_a": [[-0.526, -0.085, -0.069], [-0.106, -0.066, -0.938], [-2.816, -0.452, 0.613], [1.914, 0.457, 0.658], [-0.498, 0.550, 0.238], [0.718, 0.097, -0.010], [0.941, 0.065, -0.194], [-0.501, 0.144, 1.857], [-0.105, -0.942, 0.407], [0.107, 0.011, -0.652], [0.068, 0.463, -1.857], [0.034, -0.166, 0.452], [0.325, -0.266, -0.188], [-1.374, 0.539, 0.765], [0.466, -0.645, 0.029], [0.599, -0.187, 0.351], [0.021, 0.107, 0.099], [0.045, -0.111, 0.036], [-0.060, 0.096, 0.087], [-0.056, -0.137, -0.053], [0.036, -0.126, -0.059], [0.050, 0.098, -0.103], [0.885, 1.527, -1.183], [-0.025, 0.080, 0.066], [-1.068, 0.965, 0.010], [0.096, 0.019, -0.094], [0.494, -1.022, -0.154], [0.000, -0.123, -0.078], [-0.021, 0.108, -0.009], [0.000, -0.052, 0.136], [-0.118, -0.009, 0.064], [0.006, 0.013, 0.013], [-0.210, 0.235, 0.183], [-0.001, -0.025, -0.018], [-0.001, -0.027, -0.046], [-0.037, 0.004, -0.020], [-0.015, 0.003, 0.000], [0.002, 0.046, 0.025], [0.033, 0.013, -0.010], [0.009, 0.012, 0.022], [0.012, 0.016, -0.025], [-0.043, 0.014, 0.049], [-0.001, -0.030, -0.018], [0.033, -0.126, 0.025], [0.004, -0.012, 0.003], [-0.014, -0.002, -0.019], [-0.016, -0.012, 0.015], [-0.002, 0.024, 0.037], [-0.019, 0.060, 0.027], [0.010, 0.028, -0.006], [0.035, -0.039, 0.035], [0.168, -0.202, -0.008], [-0.020, -0.002, -0.021], [0.024, -0.050, -0.009], [-0.010, 0.042, -0.036], [-0.029, -0.144, 0.083], [0.025, -0.008, -0.011], [-0.017, -0.039, 0.027], [-0.014, 0.038, -0.022], [0.012, 0.023, -0.024], [0.040, -0.007, 0.006], [0.189, -0.488, 0.283], [-0.123, 0.138, -0.488], [0.422, -0.430, -0.279], [0.020, -0.001, 0.001]], "e_homo_ev": -12.10, "charge": 1, "total_energy_ev": -85877.7354, "lumo_ev": -5.53, "homo_lumo_gap_ev": 6.6, "largest_force_ev_per_a": 2.92, "multiplicity": 1}

---

{"formula": "C16H34EuO3P2S", "method": "the ωB97M-V functional and the def2-TZVPD basis", "symbols": ["Eu", "S", "P", "P", "O", "O", "O", "C", "C", "C", "C", "C", "C", "C", "C", "C", "C", "C", "C", "C", "C", "C", "C", "H", "H", "H", "H", "H", "H", "H", "H", "H", "H", "H", "H", "H", "H", "H", "H", "H", "H", "H", "H", "H", "H", "H", "H", "H", "H", "H", "H", "H", "H", "H", "H", "H", "H"], "xyz": [[1.6480, 0.7335, 0.4072], [1.3167, 0.8213, 3.7841], [-1.2522, 2.0018, 0.7929], [-0.5209, -2.3992, 1.4278], [1.4055, -0.3281, 4.6741], [2.4889, 1.0802, 2.8640], [0.1244, 0.7855, 2.8573], [1.1030, 1.5937, -2.5170], [-2.7471, 2.6569, -0.0648], [-0.2611, -2.6156, 3.2318], [0.0090, -1.1691, -2.0797], [-1.2053, 0.8346, -3.2192], [1.3452, -1.0780, -1.8958], [2.2358, -0.6385, -3.0269], [-1.2251, -3.9323, 0.7478], [-1.2747, 0.3102, 0.0535], [1.8078, 0.7503, -3.5667], [-1.6324, -0.9693, 0.9205], [1.2210, -2.4782, 0.9222], [1.0722, 2.2297, 4.9204], [-0.2444, 1.7534, -2.5298], [-0.7763, -0.6639, -3.2600], [0.2409, 2.9881, 0.0894], [-0.4252, 0.2338, -0.6418], [2.7272, 1.2961, -3.8481], [1.3376, 2.7264, -0.1033], [-0.6801, -1.6192, -1.3404], [1.2521, 0.5980, -4.5156], [-2.4782, -1.4942, 0.4226], [3.2832, -0.5645, -2.6927], [-1.9473, 0.4574, -0.8071], [1.7245, 2.0267, 5.7895], [1.3660, 3.1362, 4.4000], [0.7900, -2.6500, 3.5746], [-0.5469, -4.2581, -0.0429], [1.8111, 2.2144, -1.9285], [0.0531, 3.4825, -0.8644], [1.8621, -3.0241, 1.6361], [2.1966, -1.3990, -3.8325], [-0.7151, 2.6962, -2.2706], [-0.7478, -3.5864, 3.4121], [-2.2480, 0.9274, -2.8454], [-1.3029, 1.1675, -4.2679], [0.0128, 2.3200, 5.2508], [-1.6909, -1.2828, -3.2818], [1.7670, -1.5320, 0.7534], [-0.2640, -0.8425, -4.2125], [-3.2576, 3.0673, 0.8196], [1.1563, -3.0387, -0.0181], [-2.1969, -3.7524, 0.2779], [-1.9555, -0.6218, 1.9120], [0.3564, 3.7732, 0.8511], [-3.4300, 1.9205, -0.5022], [1.9370, -1.5603, -1.1160], [-0.7124, -1.7983, 3.7999], [-2.5896, 3.4710, -0.7762], [-1.3236, -4.7573, 1.4753]], "forces_ev_per_a": [[0.283, -0.094, 0.677], [-0.740, 0.211, -1.654], [-0.228, 0.418, 0.810], [1.519, 0.799, 0.658], [0.295, 0.339, -0.602], [-0.878, -0.386, 1.591], [1.118, -0.486, 1.124], [-0.413, 0.269, -1.167], [-0.391, 0.858, 0.499], [-0.893, -0.077, 0.176], [-2.622, -1.167, 0.133], [-0.152, -0.350, -1.026], [3.195, 0.388, 0.466], [0.093, 0.089, -0.106], [-0.236, -0.311, -0.088], [0.655, -0.143, -0.792], [0.673, -0.675, -0.185], [-0.147, 0.417, -0.183], [0.416, -0.230, -0.741], [0.128, -0.385, -0.067], [0.507, 0.230, -0.482], [-0.327, -0.131, 0.034], [-0.442, 0.862, 0.321], [0.081, -0.680, 0.499], [-0.360, -0.057, 0.027], [-0.207, 0.336, 0.183], [0.755, -0.157, -0.255], [-0.055, 0.469, 0.725], [0.457, 0.324, 0.420], [-0.344, -0.193, 0.000], [-0.431, -0.760, 0.756], [-0.311, 0.220, -0.501], [0.061, 0.065, 0.020], [-0.526, 0.103, -0.704], [-0.113, -0.029, 0.001], [-0.638, 0.116, -0.447], [-0.384, 0.060, 0.329], [-0.751, 0.008, -0.110], [0.145, 0.274, -0.051], [0.128, -0.243, 0.777], [0.098, 0.404, 0.520], [0.668, 0.089, 0.210], [-0.065, 0.017, 0.057], [0.762, -0.425, -0.438], [0.230, 0.319, -0.276], [-0.617, -0.912, 0.114], [-0.016, -0.092, 0.195], [-0.301, 0.225, -0.588], [0.664, 0.355, -0.013], [0.121, 0.018, 0.182], [-0.117, 0.019, -0.188], [-0.091, -0.164, -0.151], [0.374, -0.081, -0.001], [-0.647, -0.299, -0.507], [-0.175, -0.236, -0.015], [0.081, -0.097, 0.007], [0.109, 0.559, -0.173]], "e_homo_ev": [-3.29, -5.49], "total_energy_ev": -72016.4756, "s2": 15.77, "lumo_ev": [0.08, 0.01], "homo_lumo_gap_ev": [3.4, 5.5], "largest_force_ev_per_a": 3.25, "multiplicity": 8}

---

Number 2 is which compound? C16H34EuO3P2S